Computed, not measured: a cluster of 2 separate species, C3H8N2 in total in a non-equilibrium geometry, with wB97M-V/def2-TZVPD.

Structure (XYZ):
```
13
Properties=species:S:1:pos:R:3:forces:R:3:lowdin_spin:R:1
C 2.667 0.741 0.888 -2.096 0.998 -1.972 0.0327
N 1.924 0.478 -0.178 4.297 0.547 1.794 0.0152
H 3.545 1.505 0.898 -1.619 -1.126 -0.456 0.0029
H 2.264 0.522 1.888 0.617 -0.694 -0.013 0.0038
H 1.331 -0.338 -0.084 -1.363 0.410 0.528 0.0028
C -1.697 0.420 0.526 3.587 0.392 -0.193 0.0553
C -1.705 -1.234 -1.159 -0.390 -1.172 -0.956 0.3771
N -0.955 -0.518 -0.384 1.062 2.951 3.582 0.3403
H -0.975 1.269 0.864 -0.836 -1.367 -0.379 -0.0011
H -2.108 0.015 1.453 -0.113 -0.653 0.218 0.0307
H -2.466 0.966 0.065 -1.573 0.649 -1.133 0.0074
H -1.216 -2.138 -1.466 -0.365 -0.725 -0.756 0.0588
H -2.755 -1.080 -1.209 -1.208 -0.211 -0.263 0.0740
```
Positions in Å, forces in eV/Å.

Summary:
- Strongest force on any atom: 4.8 eV/A
- HOMO energy (alpha / beta): 1.0 / -3.4 eV
- Expectation value of S²: 0.753
- Kohn-Sham gap (alpha / beta): 0.114 / 0.272 hartree
- Total charge: -1
- Relative energy (zero: lowest compared OMol25 entry of this formula, charge and spin): 2.205 eV
- 2S+1: 2

=====

Computed, not measured: the molecule C3H8N2 in a non-equilibrium geometry, with wB97M-V/def2-TZVPD.

Structure (XYZ):
```
13
Properties=species:S:1:pos:R:3:forces:R:3:mulliken_charge:R:1
C -0.178 -2.094 -0.162 -1.515 0.382 1.781 -0.9208
C 0.161 -0.829 0.664 0.996 -0.172 -0.418 -0.4133
N 0.034 2.535 0.101 -0.678 -0.172 -0.028 -0.5049
C 0.184 1.327 -0.592 0.375 0.199 -0.460 -0.0229
N 0.616 0.226 -0.203 -0.890 -0.032 -0.429 -0.3654
H -0.891 -2.600 0.503 0.317 -0.599 0.076 0.3229
H -0.866 -1.820 -0.957 0.656 0.008 -0.672 0.2730
H 0.630 -2.782 -0.379 0.131 0.285 -0.440 0.2931
H -0.753 -0.521 1.179 0.113 0.190 0.082 0.2801
H 0.914 -1.063 1.421 -0.089 -0.065 0.060 0.2900
H -0.538 3.168 -0.438 0.294 0.352 0.031 0.2534
H 0.836 2.984 0.512 0.031 -0.314 0.333 0.2330
H -0.151 1.469 -1.648 0.258 -0.063 0.085 0.2817
```
Positions in Å, forces in eV/Å.

Summary:
- Strongest force on any atom: 2.4 eV/A
- HOMO energy: -7.8 eV
- SMILES: CC/N=C\N
- Kohn-Sham gap: 0.323 hartree
- Total charge: 0
- Relative energy (zero: lowest compared OMol25 entry of this formula, charge and spin): 2.879 eV
- 2S+1: 1

=====

Computed, not measured: the molecule C3H8N2 in a non-equilibrium geometry, with wB97M-V/def2-TZVPD.

Structure (XYZ):
```
13
Properties=species:S:1:pos:R:3:forces:R:3:mulliken_charge:R:1
C 1.725 -0.020 0.159 -1.307 -4.925 1.729 -0.8509
C -0.696 -0.346 -0.105 -4.278 -2.070 0.371 0.3293
C -0.963 1.307 -0.108 0.678 0.242 0.648 -0.7536
H 1.978 0.880 -0.432 -0.232 -0.650 0.630 0.2594
H 2.398 -0.929 0.138 0.761 1.951 -0.139 0.3331
H 1.463 -0.036 1.316 0.954 1.397 -2.369 0.3070
H 0.622 -1.945 -0.955 -0.249 4.675 2.962 0.3348
H -0.208 2.111 -0.657 -1.556 -2.607 1.435 0.2608
H -1.958 1.437 -0.608 0.931 -0.280 0.594 0.2928
H -1.091 1.630 1.026 0.363 -0.653 -2.452 0.2229
H -1.983 -2.130 0.420 1.850 3.109 -1.371 0.2185
N 0.540 -0.898 -0.308 0.467 -1.071 -2.337 -0.2969
N -1.828 -1.060 0.115 1.616 0.883 0.300 -0.6572
```
Positions in Å, forces in eV/Å.

Summary:
- Strongest force on any atom: 5.5 eV/A
- HOMO energy: -8.5 eV
- SMILES: [H]/N=C(/C)NC
- Kohn-Sham gap: 0.343 hartree
- Total charge: 0
- Relative energy (zero: lowest compared OMol25 entry of this formula, charge and spin): 4.719 eV
- 2S+1: 1

=====

Computed, not measured: a cluster of 2 separate species, C3H8N2 in total in a non-equilibrium geometry, with wB97M-V/def2-TZVPD.

Structure (XYZ):
```
13
Properties=species:S:1:pos:R:3:forces:R:3:mulliken_charge:R:1
C 1.355 0.297 -5.979 -0.864 0.341 -0.451 -0.5030
C 2.072 -0.365 -5.080 -0.097 0.720 -1.116 -0.3776
H 1.332 1.366 -6.179 0.780 0.040 0.437 0.2216
H 0.608 -0.146 -6.630 0.009 -0.616 0.321 0.2048
H 2.877 0.160 -4.585 -0.092 -0.261 0.495 0.2265
H 1.924 -1.427 -5.000 0.263 -0.225 0.313 0.2278
N -0.867 -0.037 5.710 0.559 0.672 0.502 -0.5061
C -1.763 -0.012 4.665 -1.102 -0.183 -0.841 0.0830
N -1.640 -0.490 3.496 0.990 0.128 0.172 -0.6274
H 0.081 -0.347 5.558 -0.074 -0.417 -0.675 0.2656
H -0.784 0.878 6.151 -0.490 -0.387 0.157 0.2437
H -2.742 0.383 4.942 0.177 0.542 0.420 0.2856
H -2.454 -0.260 2.931 -0.060 -0.355 0.265 0.2556
```
Positions in Å, forces in eV/Å.

Summary:
- Strongest force on any atom: 1.4 eV/A
- HOMO energy: -9.7 eV
- SMILES: [H]/N=C/N.C=C
- Kohn-Sham gap: 0.395 hartree
- Total charge: 0
- Relative energy (zero: lowest compared OMol25 entry of this formula, charge and spin): 2.406 eV
- 2S+1: 1

=====

Computed, not measured: a cluster of 2 separate species, C3H8N2 in total in a non-equilibrium geometry, with wB97M-V/def2-TZVPD.

Structure (XYZ):
```
13
Properties=species:S:1:pos:R:3:forces:R:3:mulliken_charge:R:1
C 0.343 1.538 0.738 -0.312 -0.160 0.909 -0.9199
C 0.105 0.314 -1.579 -0.743 -1.651 0.489 -0.7122
N -0.407 -1.948 0.624 -0.769 0.079 -0.293 -0.6707
C 0.263 0.216 1.095 0.781 0.843 -0.418 -0.0076
N 0.034 -0.718 0.165 1.089 1.230 -0.712 0.0458
H -1.248 -1.906 1.195 -0.201 0.030 -0.303 0.2257
H -0.538 -2.593 -0.145 0.187 0.016 0.114 0.2364
H 0.558 -0.139 2.084 -0.006 -0.123 -0.147 0.3920
H -0.415 1.968 0.103 0.253 -0.039 -0.262 0.2597
H 0.909 2.239 1.345 -0.220 -0.126 0.124 0.2576
H 1.127 0.011 -1.767 -0.093 0.005 0.119 0.2522
H -0.641 -0.333 -2.026 0.158 -0.096 -0.206 0.2426
H -0.088 1.350 -1.833 -0.124 -0.009 0.586 0.3985
```
Positions in Å, forces in eV/Å.

Summary:
- Strongest force on any atom: 1.9 eV/A
- HOMO energy (alpha / beta): -7.2 / -7.2 eV
- Kohn-Sham gap (alpha / beta): 0.280 / 0.280 hartree
- Total charge: 0
- Relative energy (zero: lowest compared OMol25 entry of this formula, charge and spin): 6.003 eV
- 2S+1: 1

=====

Computed, not measured: a cluster of 4 separate species, C3H8N2 in total in a non-equilibrium geometry, with wB97M-V/def2-TZVPD.

Structure (XYZ):
```
13
Properties=species:S:1:pos:R:3:forces:R:3:mulliken_charge:R:1
C -2.241 -0.084 0.125 0.076 -0.812 -0.719 -0.6544
C -0.022 0.618 -0.136 4.982 2.293 0.966 0.1343
C 2.047 -0.524 0.102 -1.042 -0.404 0.231 -0.7749
H -2.841 -0.756 1.585 1.567 1.705 -3.858 0.1936
H -2.950 -0.635 -1.112 1.421 2.020 4.134 0.2281
H -1.850 1.530 0.369 -2.225 -4.383 -0.692 0.2366
H -0.442 -1.410 -0.281 -0.561 1.078 0.207 0.2726
H -0.441 1.639 -0.167 -0.552 -0.686 -0.270 0.2309
H 1.907 -1.042 -0.866 0.290 0.200 0.152 0.2924
H 1.603 -1.330 0.866 1.255 1.886 -1.033 0.2276
H 3.146 -0.287 0.195 -1.334 -0.485 0.378 0.2693
N -0.811 -0.448 -0.220 -3.034 -0.112 0.888 -0.1503
N 1.263 0.767 0.058 -0.844 -2.300 -0.383 -0.5057
```
Positions in Å, forces in eV/Å.

Summary:
- Strongest force on any atom: 5.6 eV/A
- HOMO energy: -8.8 eV
- Kohn-Sham gap: 0.308 hartree
- Total charge: 0
- Relative energy (zero: lowest compared OMol25 entry of this formula, charge and spin): 9.249 eV
- 2S+1: 1